Arrangement 1

The following is a DFT calculation (ωB97M-V with the def2-TZVPD basis set) of C3H4N2O3 as an isolated structure.

Calculated values
HOMO-LUMO gap	10.0	eV
total charge	0

XYZ file:
```
12
C3H4N2O3 | OMol25 | ωB97M-V with the def2-TZVPD basis set
H -0.08834 -1.95898 1.52008
C 1.14688 -1.45537 -0.24613
O 0.91749 1.98197 -0.05975
H 1.39297 -1.79044 -0.99072
C -0.21192 -1.38193 0.30931
H 1.82379 -1.98501 0.24281
H -1.02828 -1.87794 -0.47230
C 0.84682 0.87792 0.10037
N -1.63430 0.71121 0.12719
N -0.44950 0.10624 0.41615
O 1.69904 -0.10860 -0.17273
O -2.39206 -0.16756 -0.40309
```


Arrangement 2

The following is a DFT calculation (ωB97M-V with the def2-TZVPD basis set) of one molecule with the formula C3H4N2O3.

Calculated values
HOMO-LUMO gap	8.5	eV
total charge	0
SMILES	O/N=c1/ccon1O

XYZ file:
```
12
C3H4N2O3 | OMol25 | ωB97M-V with the def2-TZVPD basis set
O -0.41615 -1.18800 -2.04315
H -1.71489 2.11643 0.77691
H -1.01377 -1.27264 -2.75857
C -0.82062 1.35111 0.80548
N -0.61888 0.20945 -1.65386
O 1.17453 0.14857 1.29865
O 1.37064 -1.47010 -0.58403
H 0.62889 1.51859 2.74866
C -0.34661 0.45606 -0.42297
H 1.25510 -2.41950 -0.17722
C -0.01811 1.06382 1.75427
N 0.51987 -0.51379 0.25582
```


What should be chosen as the least stable of them? Choose arrangement 2.


Arrangement 1

The following is a DFT calculation (ωB97M-V with the def2-TZVPD basis set) of a 6-piece molecular cluster, C18H36O6 overall.

Calculated values
HOMO-LUMO gap	10.1	eV
total charge	0
SMILES	CC(C)=O.CC(C)=O.CC(C)=O.CC(C)=O.CC(C)=O.CC(C)=O

XYZ file:
```
60
C18H36O6 | OMol25 | ωB97M-V with the def2-TZVPD basis set
C 2.21272 -3.11978 -1.39042
H 1.71472 6.98822 -1.59642
O 0.20972 -0.71278 1.30458
O 0.33772 0.29122 6.87658
C -1.99528 -0.44478 -2.53442
H -0.45928 2.28122 4.78958
H -3.10728 -3.69178 3.06058
H -2.18828 -5.46678 0.18058
C -2.00528 -3.48478 1.07058
H -0.54728 -4.94078 0.12758
H 0.26072 -0.72778 -4.39442
C 1.54172 4.27022 -3.14742
H -1.25228 -1.39778 -4.93342
C -0.75628 -0.49978 -4.77042
O 2.68472 4.55222 -0.82142
H 1.23872 -1.11278 -1.56242
H -1.56628 1.88022 6.13258
H -1.17328 -1.06678 -2.24842
C -1.48228 1.07622 1.24158
C -0.12628 0.53922 0.89258
H -0.19028 -1.78778 5.23758
O -1.64728 1.59822 -3.91442
H 0.47672 -2.23978 -2.50642
H -0.66228 0.23322 -5.61142
O -2.30428 -2.58078 0.32958
H -1.93028 1.51422 4.66258
C 1.43072 -1.98478 -2.18242
C -0.53828 -0.91078 4.90458
H 3.21672 6.69022 -1.77242
H -1.24228 -5.43878 1.69058
C 0.70772 1.34122 -0.11642
H 2.38272 6.76722 -3.27442
H -1.60228 -1.01078 4.69158
H -1.33728 -3.45578 3.30658
C -1.42428 -4.84278 0.77458
H 3.66472 -3.46478 -0.04542
H -0.32128 -0.75878 3.84858
H -2.75528 -1.10078 -2.73142
H -2.16328 1.19922 0.42858
H -2.26128 -2.09478 2.80358
C -1.44628 0.28822 -3.72442
C -1.08928 1.58322 5.21958
C 2.26672 5.05522 -1.99742
H 0.16972 1.31722 -0.89742
O 1.88172 -4.38278 -1.60242
C 3.36772 -2.56778 -0.48142
H 1.97172 -1.71478 -2.89342
C -2.14228 -3.19678 2.62558
H 0.45172 4.73922 -3.12542
C 2.45272 6.50022 -2.24042
H 2.25472 4.31522 -3.95142
H 1.03072 2.36622 0.18258
C -0.44028 0.31322 5.75658
H -2.49028 0.26922 -1.70542
H 4.15572 -2.38178 -1.02142
H -1.44928 2.20122 1.59058
H -2.07028 0.31522 2.06858
H 3.09672 -2.00778 0.33558
H 1.53572 0.67522 -0.22742
H 1.45172 3.42822 -2.71242
```


Arrangement 2

The following is a DFT calculation (ωB97M-V with the def2-TZVPD basis set) of a 6-piece molecular cluster, C18H36O6 overall.

Calculated values
HOMO-LUMO gap	9.3	eV
total charge	0
SMILES	CC(C)=O.CC(C)=O.CC(C)=O.CC(C)=O.CC(C)=O.CC(C)=O

XYZ file:
```
60
C18H36O6 | OMol25 | ωB97M-V with the def2-TZVPD basis set
H 3.87327 -3.23536 2.65483
C 3.08679 2.08055 1.95239
C 1.98786 2.74569 1.03755
H 1.26006 0.83837 -0.92679
C 3.69313 -3.84858 0.73326
H 2.29909 -0.38732 0.07926
H 4.41780 2.64423 3.39706
H 2.26877 2.85440 -0.02846
H 0.11953 5.54398 -1.26079
C -3.06106 0.73733 0.01403
C -0.41937 -0.94420 -2.41466
H 1.18547 2.08339 1.30808
C 0.48192 -1.28733 -1.26098
H 4.24358 -4.04715 -1.15741
C -1.29773 4.55870 -2.42344
H -1.24563 2.35141 -2.01142
H -5.97067 -3.26260 1.29267
C -5.31219 -3.39062 0.37117
H -5.12688 -4.46146 0.09760
H 3.82233 -2.25444 -0.84630
H 3.57562 -1.82421 1.57563
C -1.88345 3.15404 -2.59769
H 2.09595 -3.16081 2.25744
H 0.76292 4.40592 -2.45426
H -2.64334 0.02352 -0.71480
H 5.03061 3.26111 1.89960
O -1.31220 2.45537 0.92971
H 1.71272 3.71125 1.41226
C 4.14087 3.09400 2.49575
H -2.93168 2.87954 -2.32839
H -5.62068 -2.59861 -0.37728
C 3.24294 -2.99957 1.80549
O 3.19349 0.80458 2.23055
H -3.80705 0.30174 0.57659
H 3.73400 4.05040 2.44953
H -1.96642 0.31819 2.83241
O 4.47246 -4.89145 0.99430
H 2.53211 -3.67442 -1.04512
O -1.98568 5.63619 -2.69191
C 1.64236 -0.23438 -0.94460
H -0.03691 4.01001 -0.77780
C -2.63712 -3.31627 -0.02756
H -2.71230 -4.47960 -0.23877
H -0.32824 0.22768 2.27222
C -1.84644 1.11971 0.90113
H -3.57696 1.46980 -0.57170
H -0.00136 -0.62287 -3.44194
H -1.33366 -0.35061 -2.07799
H -1.78531 -3.01580 0.49758
O -3.77878 -2.17581 1.78108
H -1.61827 -0.95269 1.74152
H -0.96197 -1.72376 -2.81241
C 3.46127 -3.42842 -0.72146
H -2.69603 -2.65418 -0.90068
C -3.93953 -2.91446 0.74940
H 2.37812 -0.49240 -1.57855
C -1.40468 0.17831 1.92140
C -0.04386 4.57918 -1.68233
H -1.81693 2.88019 -3.54347
O 0.38732 -2.36939 -0.40254
```


What should be chosen as the least stable of them? Choose arrangement 1.


Arrangement 1

The following is a DFT calculation (ωB97M-V with the def2-TZVPD basis set) of a 2-piece molecular cluster, C2H4N2 overall.

Calculated values
expectation value of S²	2.007
HOMO-LUMO gap (alpha / beta)	7.7 / 9.6	eV
total charge	0
2S+1	3

XYZ file:
```
8
C2H4N2 | OMol25 | ωB97M-V with the def2-TZVPD basis set
C -1.28868 0.33085 -0.74422
C 0.85272 -0.20710 0.81726
H -1.78164 0.93735 -0.01797
H 0.67035 0.04589 1.84362
N 2.09324 -0.01312 0.13681
H -1.54061 -0.70467 -0.82690
N 1.73695 -1.17997 0.33173
H -0.74233 0.79077 -1.54033
```


Arrangement 2

The following is a DFT calculation (ωB97M-V with the def2-TZVPD basis set) of one molecule with the formula C2H4N2.

Calculated values
expectation value of S²	2.011
HOMO-LUMO gap (alpha / beta)	7.3 / 7.2	eV
total charge	0
2S+1	3

XYZ file:
```
8
C2H4N2 | OMol25 | ωB97M-V with the def2-TZVPD basis set
C -2.24390 0.33922 -0.67633
H -4.17218 0.45108 -1.86377
C -3.42727 0.85221 -1.18331
N -1.17611 -0.48924 1.45049
H -1.25571 0.52577 1.75784
H -3.13560 1.84288 -1.24144
H -0.25015 -0.83237 1.76836
N -1.15649 0.03799 -0.19504
```


What should be chosen as the least stable of them? Choose arrangement 1.